(1)
# C48H37ClN5O5PS3V

C48H37ClN5O5PS3V as an isolated structure in a non-equilibrium geometry (ωB97M-V/def2-TZVPD, the OMol25 dataset).

Element x y z (Å)
V -0.562 0.553 -0.655
S 2.438 2.267 3.879
C 3.972 1.854 3.212
C 5.187 1.651 3.859
C 6.298 1.332 3.096
C 6.194 1.228 1.707
C 4.983 1.428 1.065
C 3.850 1.727 1.820
N 2.575 1.922 1.319
C 1.700 2.181 2.223
C 0.254 2.458 2.078
C -0.296 3.212 3.144
C -1.595 3.660 3.137
C -2.366 3.400 2.013
C -1.843 2.650 0.978
C -0.547 2.080 0.951
H 5.259 1.730 4.938
H 7.254 1.167 3.579
H 7.071 0.982 1.119
H 4.899 1.346 -0.011
H 0.325 3.459 3.997
H -1.989 4.226 3.975
H -3.384 3.775 1.950
H -2.492 2.488 0.127
O 1.276 0.841 -1.080
C 2.016 -0.110 -0.919
C 3.164 -0.606 -1.693
C 4.039 -0.076 -2.633
C 4.893 -0.964 -3.269
C 4.862 -2.329 -2.966
C 3.968 -2.839 -2.030
C 3.118 -1.961 -1.369
P 1.585 -1.768 -0.104
C 2.565 -1.892 1.450
C 3.758 -2.612 1.542
C 4.439 -2.702 2.746
C 3.931 -2.086 3.884
C 2.752 -1.361 3.802
C 2.083 -1.251 2.586
C 1.099 -3.566 -0.341
C 0.873 -4.459 0.703
C 0.332 -5.716 0.456
C -0.004 -6.092 -0.837
C 0.230 -5.217 -1.891
C 0.785 -3.969 -1.642
H 4.026 0.976 -2.891
H 5.569 -0.603 -4.037
H 5.533 -3.003 -3.488
H 3.940 -3.906 -1.824
H 4.151 -3.108 0.662
H 5.368 -3.261 2.803
H 4.460 -2.158 4.829
H 2.356 -0.866 4.681
H 1.181 -0.658 2.498
H 1.119 -4.171 1.719
H 0.161 -6.401 1.279
H -0.452 -7.062 -1.024
H -0.029 -5.500 -2.905
H 0.965 -3.288 -2.468
O -2.089 0.296 -0.393
O -3.412 0.174 -0.119
N -8.100 3.754 -0.165
C -7.119 3.365 -1.104
C -6.229 2.335 -0.805
C -5.283 1.925 -1.731
C -5.231 2.552 -2.973
C -6.115 3.571 -3.287
C -7.059 3.979 -2.354
S -4.004 2.025 -4.149
O -3.832 3.125 -5.084
O -4.475 0.784 -4.709
N -2.775 1.752 -3.209
C -1.897 2.672 -2.815
S -1.852 4.379 -3.380
C -0.513 4.690 -2.327
C -0.195 3.577 -1.648
N -0.958 2.450 -1.896
H -7.857 3.524 0.784
H -8.393 4.711 -0.257
H -6.264 1.861 0.173
H -4.560 1.147 -1.481
H -6.036 4.047 -4.257
H -7.747 4.788 -2.587
H -0.041 5.661 -2.291
H 0.602 3.491 -0.922
Cl -1.598 -1.249 -3.390
C -0.263 -0.321 -2.609
H 0.098 0.379 -3.361
H 0.516 -1.076 -2.449
N 0.055 -1.205 0.271
C -0.988 -2.042 0.768
C -1.883 -2.679 -0.095
C -2.949 -3.417 0.389
C -3.149 -3.555 1.759
C -2.252 -2.953 2.627
C -1.183 -2.211 2.138
H -1.743 -2.565 -1.159
H -3.637 -3.873 -0.313
H -4.001 -4.104 2.143
H -2.386 -3.047 3.700
H -0.503 -1.749 2.842

Computed properties:
gap between HOMO and LUMO (spin up / spin down) = 0.21590 / 0.22562 Eh
ΔE to the lowest compared entry with this formula, charge and spin = 1.383 eV
spin multiplicity = 2
total charge = -2
strongest force on any atom = 0.0987 hartree/bohr

(2)
# C13H14O4

C13H14O4 in the gas phase in a non-equilibrium geometry (ωB97M-V/def2-TZVPD, the OMol25 dataset).

Element x y z (Å)
C 1.875 4.158 -0.362
C 2.121 2.950 -1.027
C 2.500 2.923 -2.470
C 1.912 1.685 -0.342
C 1.722 0.587 0.131
C 1.406 -0.754 0.684
O 2.693 -1.420 0.720
C 0.427 -1.471 -0.241
C -0.936 -1.621 0.012
O -1.579 -2.331 -0.959
C -2.034 -3.617 -0.520
C -1.538 -1.054 1.204
O -2.881 -0.923 1.425
C -3.601 -0.259 0.381
C -0.707 -0.616 2.261
C 0.733 -0.567 2.116
O 1.397 -0.346 3.150
H 1.534 4.273 0.640
H 2.031 5.057 -0.916
H 1.765 2.416 -3.079
H 2.621 3.923 -2.843
H 3.434 2.373 -2.592
H 3.213 -1.043 1.451
H 0.865 -1.945 -1.133
H -3.119 -3.695 -0.674
H -1.799 -3.795 0.530
H -1.535 -4.399 -1.085
H -3.940 -0.964 -0.369
H -2.979 0.512 -0.114
H -4.451 0.240 0.805
H -1.148 -0.274 3.214

Computed properties:
gap between HOMO and LUMO = 0.28904 Eh
ΔE to the lowest compared entry with this formula, charge and spin = 6.113 eV
spin multiplicity = 1
strongest force on any atom = 0.0850 hartree/bohr